[1]
Here is a structure of composition C32H36KN7 from the OMol25 dataset. Energies are from ωB97M-V/def2-TZVPD.

XYZ file:
```
76
C32H36KN7 (ωB97M-V/def2-TZVPD)
K 0.18313 0.10447 -0.20452
N 1.11198 1.87537 3.57647
C 2.09206 0.99917 3.09461
C 3.22939 0.80270 3.88392
C 4.22175 -0.02726 3.40812
C 4.06672 -0.63803 2.16890
C 2.90698 -0.38082 1.46512
N 1.92892 0.41595 1.91930
C -0.16834 2.15237 3.12024
C -0.85926 3.21887 3.72360
C -2.14809 3.48276 3.32771
C -2.73792 2.69116 2.34315
C -1.97271 1.67893 1.80779
N -0.71416 1.40763 2.16935
H 1.39222 2.41255 4.37855
H 3.32313 1.29473 4.84432
H 5.11521 -0.19226 3.99714
H 4.83022 -1.27903 1.75176
H 2.74653 -0.78216 0.46302
H -0.37558 3.82069 4.48368
H -2.69615 4.29987 3.77868
H -3.75261 2.86081 2.00981
H -2.38544 1.02793 1.03898
C -1.63704 -1.74194 2.78986
N -1.10876 -2.08751 1.47910
C 0.14831 -2.80899 1.62484
C -2.08963 -2.86397 0.73104
C -1.71972 -3.09278 -0.72658
N -1.46347 -1.86980 -1.47536
C -0.92655 -2.19278 -2.79196
C -2.66480 -1.06021 -1.60994
H -1.87020 -2.63578 3.39179
H -2.55089 -1.15506 2.68310
H -0.90823 -1.13775 3.32959
H 0.00593 -3.79033 2.10638
H 0.83318 -2.22046 2.23573
H 0.62162 -2.96515 0.65376
H -3.04741 -2.34198 0.79307
H -2.24520 -3.85419 1.19380
H -2.53433 -3.67532 -1.19121
H -0.82266 -3.71154 -0.78701
H -1.63666 -2.78411 -3.39286
H -0.00191 -2.75794 -2.68544
H -0.68816 -1.27540 -3.33104
H -3.50123 -1.62263 -2.05582
H -2.45391 -0.20240 -2.25059
H -2.98920 -0.68302 -0.63732
N -4.62873 5.11577 -2.19575
C -3.68459 4.50184 -2.42072
C -2.50043 3.72499 -2.68061
C -1.89896 3.69498 -3.93205
C -0.76187 2.92838 -4.09825
C -0.26921 2.21495 -3.01567
N -0.84824 2.23414 -1.81285
C -1.93555 2.97866 -1.65051
H -2.31841 4.26678 -4.74936
H -0.25446 2.88232 -5.05138
H 0.62635 1.60319 -3.09891
H -2.38344 2.99940 -0.66260
C 4.46738 3.45347 -2.38501
C 3.45688 3.33342 -1.40515
C 2.79209 2.14787 -1.24701
C 3.07191 1.00187 -2.05124
C 2.31933 -0.21637 -1.86495
C 2.71727 -1.24762 -2.70113
C 3.75559 -1.14740 -3.66459
C 4.43399 0.02573 -3.83224
C 4.10584 1.14195 -3.02508
C 4.78228 2.38142 -3.17042
H 4.99133 4.39372 -2.50635
H 3.21507 4.18332 -0.77735
H 2.01944 2.07056 -0.48680
H 2.21932 -2.21657 -2.63689
H 4.01078 -2.00671 -4.27790
H 5.22336 0.11848 -4.57151
H 5.56272 2.46437 -3.92058
```

Values from the calculation:
Maximum force = 0.51 eV/A
Charge = 0
LUMO energy = 0.11 eV
Energy = -60523.1411 eV



[2]
Here is a structure of composition C4H12N2O at a distorted geometry from the OMol25 dataset. Energies are from ωB97M-V/def2-TZVPD.

XYZ file:
```
19
C4H12N2O (ωB97M-V/def2-TZVPD)
C 0.42866 0.94591 -0.04877
C 0.85038 -2.10662 -0.06899
C -1.98940 -0.52321 -0.27209
C 0.55316 2.39121 0.36270
N 0.34840 -1.24331 0.97702
N 0.70443 0.02640 0.96213
O 1.03484 0.76507 -1.28623
H 0.69978 -0.04816 -1.67954
H 0.48892 0.42910 1.87024
H -0.96309 0.38875 -0.28341
H 0.80833 -1.73904 -1.09923
H 1.88784 -2.39781 0.14076
H -2.28381 -0.82548 0.72602
H -2.80211 0.04903 -0.71247
H -1.75355 -1.38287 -0.89254
H 0.23346 -3.00612 -0.05329
H 0.09044 3.00978 -0.40450
H 0.06460 2.57159 1.32028
H 1.59872 2.69578 0.44189
```

Values from the calculation:
Maximum force = 2.74 eV/A
Charge = 0
LUMO energy (alpha / beta) = 0.48 / 0.25 eV
Energy = -9365.7911 eV



[3]
Here is the molecule C18H25NO4 from the OMol25 dataset. Energies are from ωB97M-V/def2-TZVPD.

XYZ file:
```
48
C18H25NO4 (ωB97M-V/def2-TZVPD)
C -2.98310 -3.10678 1.87067
O -3.01032 -1.75364 2.25928
C -1.95984 -0.95718 1.90912
C -0.83837 -1.41578 1.24143
C 0.18836 -0.54105 0.89955
C 1.35066 -1.11528 0.15802
O 1.24509 -2.12151 -0.51871
N 2.53191 -0.48077 0.35063
C 3.68022 -0.75747 -0.47635
C 3.81664 0.27366 -1.61285
C 2.53800 0.34117 -2.40212
C 1.61867 1.26376 -2.15255
C 0.28661 1.34069 -2.83004
C 0.23485 0.45862 -4.07352
C 0.85298 -0.89973 -3.76581
C 2.33160 -0.73062 -3.43349
C 0.06507 0.80050 1.20309
C -1.05575 1.28829 1.88055
O -1.01161 2.63160 2.08789
C -2.05978 3.32070 2.73422
C -2.07250 0.40521 2.26175
O -3.19719 0.87377 2.91309
C -3.46715 0.31355 4.18349
H -3.92879 -3.52625 2.21122
H -2.90975 -3.20993 0.78453
H -2.15571 -3.64408 2.34444
H -0.72847 -2.44866 0.95616
H 2.53339 0.38672 0.86204
H 3.52778 -1.75621 -0.88992
H 4.58166 -0.75785 0.14335
H 4.04320 1.25135 -1.18075
H 4.64866 -0.02335 -2.25361
H 1.79972 2.02144 -1.39972
H 0.06416 2.37947 -3.09006
H -0.47811 1.01838 -2.11362
H -0.79873 0.34329 -4.40577
H 0.79712 0.93388 -4.88106
H 0.73688 -1.57372 -4.61687
H 0.35068 -1.34555 -2.90571
H 2.73284 -1.67602 -3.06421
H 2.89240 -0.46543 -4.33714
H 0.80265 1.53107 0.91186
H -3.01818 3.15404 2.24064
H -1.78702 4.37414 2.66520
H -2.14027 3.03854 3.78695
H -4.30814 0.88135 4.57878
H -3.73764 -0.74114 4.11392
H -2.60542 0.42279 4.85199
```

Values from the calculation:
Maximum force = 0.72 eV/A
Charge = 0
Structure (SMILES) = COc1cc(C(=O)NCCC2=CCCCC2)cc(OC)c1OC
LUMO energy = 0.79 eV
Energy = -28750.9402 eV



[4]
Here is a structure of composition C12CsF36KLiN6O24S12 at a distorted geometry from the OMol25 dataset. Energies are from ωB97M-V/def2-TZVPD.

XYZ file:
```
93
C12CsF36KLiN6O24S12 (ωB97M-V/def2-TZVPD)
K -1.62093 -1.21247 4.43067
Li 2.21868 -0.87831 0.31402
Cs -4.19288 -0.42658 -2.00094
C -1.71617 -5.23356 -4.64266
F -0.97641 -5.54936 -5.70084
F -0.98267 -4.57302 -3.75849
F -2.74095 -4.47474 -5.03340
S -2.51468 -6.77181 -3.90383
O -3.77603 -6.36233 -3.36257
O -2.65149 -7.66493 -5.02773
N -1.34944 -7.36800 -2.88577
S -1.93615 -7.26644 -1.42454
O -2.20631 -5.90622 -1.01464
O -2.97132 -8.23400 -1.14483
C -0.46185 -7.71226 -0.37171
F 0.48495 -6.79571 -0.60304
F -0.78655 -7.61623 0.92840
F -0.00007 -8.93978 -0.59986
C 4.69076 5.06983 -0.97528
F 6.01057 5.14282 -1.10504
F 4.12061 4.68523 -2.12700
F 4.41519 4.14672 -0.05434
S 3.96205 6.71955 -0.48901
O 4.78417 7.15131 0.60635
O 3.95135 7.51305 -1.67912
N 2.50923 6.18706 -0.04021
S 1.97880 6.82072 1.31763
O 2.64244 6.34497 2.49936
O 1.62541 8.21309 1.28959
C 0.36135 5.90160 1.37262
F 0.47492 4.61474 1.64145
F -0.44542 6.44626 2.30902
F -0.31817 6.05621 0.21768
C -0.76151 0.80731 1.44007
F -0.20045 0.04833 2.40458
F -1.66399 0.05190 0.80174
F -1.39934 1.80847 2.03300
S 0.53341 1.46207 0.24621
O -0.13304 2.51995 -0.42068
O 1.67268 1.78324 1.04315
N 0.88300 0.12503 -0.69182
S 0.08488 0.29085 -2.08332
O -1.35035 0.15712 -2.01319
O 0.56745 1.38349 -2.85085
C 0.62995 -1.22751 -3.01137
F -0.13390 -1.26719 -4.08768
F 1.91178 -1.12991 -3.38130
F 0.48362 -2.34980 -2.31445
C -4.69586 -1.70405 -7.12475
F -5.82440 -2.19576 -6.61012
F -3.87712 -2.76232 -7.24204
F -4.85716 -1.19289 -8.32693
S -3.90921 -0.52634 -5.93590
O -4.85067 0.53143 -5.67362
O -3.61211 -1.34701 -4.78485
N -2.63983 -0.03157 -6.73656
S -2.11726 1.36714 -6.16320
O -2.88780 2.48233 -6.64200
O -1.76872 1.33695 -4.77388
C -0.54243 1.47763 -7.13775
F 0.16353 0.35435 -6.94577
F -0.76439 1.59464 -8.44687
F 0.16137 2.52084 -6.70886
C -1.39838 3.50263 5.50798
F -1.05671 4.73310 5.80852
F -2.35235 3.09394 6.37106
F -1.92928 3.43441 4.28515
S 0.08434 2.38684 5.59604
O -0.41369 1.08757 5.20711
O 1.04683 2.97367 4.73770
N 0.40240 2.36721 7.15607
S 1.71853 3.17073 7.60842
O 2.93209 2.78933 6.94797
O 1.48456 4.55913 7.86457
C 1.86791 2.35016 9.28425
F 0.67472 2.33547 9.89403
F 2.28618 1.09080 9.14791
F 2.75297 2.99860 10.03360
C 2.87565 -0.67545 3.88029
F 3.20169 -0.71899 5.15945
F 2.02629 0.30043 3.66264
F 3.98276 -0.51812 3.15368
S 2.10821 -2.32726 3.47064
O 3.13303 -3.25078 3.80676
O 0.85640 -2.35823 4.17579
N 1.75751 -2.22358 1.81074
S 1.21797 -3.68393 1.44076
O 1.72489 -4.14200 0.18716
O 1.14025 -4.59931 2.53171
C -0.60777 -3.34362 1.14599
F -1.23017 -4.50154 1.10609
F -1.11292 -2.55782 2.14771
F -0.85897 -2.66946 0.02727
```

Values from the calculation:
Maximum force = 2.26 eV/A
Charge = -3
LUMO energy = 3.18 eV
Energy = -315457.1076 eV



> Look up the charge of the third one.

0



> Which value of energy does entry 1 give?

-60523.1411 eV